ORCA calculation (ωB97M-V/def2-TZVPD) on a 12-piece molecular cluster, C62H142F15N7O24 overall at a distorted geometry.

The value obtained for the electronic energy is -166878.8935 eV. Its charge is +2. The HOMO-LUMO gap is 0.867 eV. The energy relative to the best compared isomer or geometry (same formula, charge and spin) is 44.95 kcal/mol.

CARTESIAN COORDINATES (ANGSTROEM)
C: -1.87 -1.99 -0.73
O: -0.48 -1.54 -0.81
O: -2.54 -1.12 -1.62
C: -2.04 -3.58 -0.92
F: -3.26 -4.03 -1.24
F: -1.21 -4.07 -1.81
F: -1.80 -4.19 0.27
C: 0.41 -2.09 0.19
C: 1.68 -1.22 0.37
H: 2.49 -1.68 0.94
H: 2.14 -1.05 -0.60
H: 1.55 -0.22 0.78
H: 0.76 -3.08 -0.13
H: 0.02 -2.31 1.18
H: -2.28 -1.80 0.27
C: -4.64 -14.34 -2.21
O: -4.32 -15.77 -2.31
O: -5.85 -14.21 -1.51
C: -3.47 -13.38 -1.93
F: -3.94 -12.17 -1.60
F: -2.68 -13.75 -0.89
F: -2.64 -13.27 -2.99
C: -3.25 -16.24 -3.24
C: -3.22 -17.72 -3.22
H: -4.10 -18.13 -3.70
H: -2.30 -17.99 -3.74
H: -3.01 -18.07 -2.21
H: -2.24 -15.94 -3.00
H: -3.46 -16.13 -4.30
H: -4.88 -14.08 -3.24
C: 1.07 9.90 2.72
O: 1.64 11.04 3.40
O: 1.12 10.14 1.29
C: 1.74 8.50 3.27
F: 1.22 8.07 4.40
F: 1.68 7.45 2.35
F: 3.04 8.60 3.40
C: 1.60 11.14 4.79
C: 2.01 12.63 5.16
H: 3.10 12.55 5.14
H: 1.78 13.35 4.38
H: 1.72 12.96 6.16
H: 2.25 10.43 5.30
H: 0.63 11.00 5.25
H: 0.06 9.95 3.12
C: 12.10 -0.06 5.21
O: 12.37 0.06 6.57
O: 13.32 -0.34 4.55
C: 10.79 -0.97 4.86
F: 9.89 -0.67 5.74
F: 10.40 -0.81 3.63
F: 11.05 -2.30 5.00
C: 12.91 -1.12 7.24
C: 12.71 -1.01 8.73
H: 11.69 -1.13 9.08
H: 13.35 -1.78 9.17
H: 13.14 -0.05 9.02
H: 13.99 -1.17 7.11
H: 12.58 -2.14 7.05
H: 11.78 0.98 5.09
C: 7.19 -4.49 -5.29
O: 8.62 -4.20 -5.03
O: 7.00 -5.17 -6.52
C: 6.49 -5.08 -4.02
F: 5.17 -5.36 -4.10
F: 7.23 -6.10 -3.50
F: 6.48 -4.18 -3.01
C: 8.96 -3.02 -4.30
C: 10.46 -2.96 -4.08
H: 10.62 -3.75 -3.34
H: 11.07 -3.21 -4.95
H: 10.77 -1.97 -3.75
H: 8.40 -2.91 -3.37
H: 8.74 -2.08 -4.82
H: 6.80 -3.48 -5.42
C: -0.81 -0.48 -9.10
O: -0.20 0.49 -8.23
C: 0.49 0.02 -7.08
C: 1.19 1.17 -6.23
N: 0.06 2.11 -5.73
H: -0.42 2.48 -6.54
H: -0.53 1.50 -5.18
C: 0.62 3.25 -4.78
C: 1.15 4.42 -5.75
O: 2.22 3.97 -6.61
C: 2.67 4.80 -7.63
H: -0.05 -1.11 -9.57
H: -1.43 0.00 -9.86
H: -1.45 -1.13 -8.51
H: 1.35 -0.55 -7.42
H: -0.17 -0.52 -6.41
H: 1.96 1.72 -6.78
H: 1.60 0.78 -5.30
H: 1.41 2.78 -4.19
H: -0.23 3.58 -4.17
H: 1.54 5.14 -5.03
H: 0.32 4.85 -6.31
H: 1.84 5.13 -8.26
H: 3.33 4.19 -8.23
H: 3.24 5.66 -7.27
C: -4.73 5.50 0.27
O: -4.77 6.90 0.16
C: -6.02 7.52 -0.09
C: -5.77 8.91 -0.54
N: -4.92 8.91 -1.80
H: -4.70 9.86 -2.05
H: -3.99 8.63 -1.55
C: -5.30 8.08 -3.06
C: -6.71 8.38 -3.58
O: -7.27 9.69 -3.37
C: -8.55 9.89 -3.89
H: -5.02 5.03 -0.67
H: -5.46 5.24 1.04
H: -3.75 5.21 0.66
H: -6.58 7.57 0.84
H: -6.68 6.94 -0.73
H: -5.30 9.64 0.13
H: -6.71 9.40 -0.77
H: -5.14 7.01 -2.94
H: -4.54 8.40 -3.78
H: -7.35 7.66 -3.06
H: -6.76 8.14 -4.65
H: -9.36 9.17 -3.72
H: -8.56 10.08 -4.96
H: -8.92 10.82 -3.44
C: -8.40 -9.37 -5.44
O: -9.38 -9.13 -4.43
C: -10.14 -10.22 -4.07
C: -11.16 -9.77 -3.07
N: -10.52 -9.37 -1.72
H: -11.23 -9.19 -1.02
H: -10.10 -10.24 -1.43
C: -9.54 -8.23 -1.69
C: -9.34 -7.71 -0.25
O: -10.53 -7.62 0.53
C: -10.43 -7.03 1.79
H: -8.73 -9.36 -6.48
H: -7.70 -10.20 -5.46
H: -7.78 -8.47 -5.36
H: -9.54 -11.07 -3.73
H: -10.66 -10.62 -4.95
H: -11.84 -10.58 -2.83
H: -11.88 -9.06 -3.48
H: -9.85 -7.40 -2.33
H: -8.65 -8.68 -2.11
H: -8.82 -6.75 -0.27
H: -8.61 -8.38 0.21
H: -10.06 -6.02 1.67
H: -9.82 -7.67 2.43
H: -11.38 -6.84 2.29
C: -12.53 0.94 -7.77
O: -11.21 0.60 -7.32
C: -10.57 1.60 -6.66
C: -9.51 1.03 -5.59
N: -8.26 0.34 -6.28
H: -7.75 1.12 -6.65
H: -7.54 -0.04 -5.67
C: -8.40 -0.69 -7.40
C: -8.34 -2.01 -6.79
O: -9.54 -2.20 -6.00
C: -10.64 -2.82 -6.72
H: -12.45 1.58 -8.65
H: -13.24 1.50 -7.17
H: -13.07 0.05 -8.10
H: -11.30 2.32 -6.29
H: -9.99 2.14 -7.41
H: -9.98 0.28 -4.95
H: -9.00 1.90 -5.18
H: -7.43 -0.57 -7.87
H: -9.22 -0.42 -8.06
H: -7.42 -2.17 -6.24
H: -8.32 -2.74 -7.60
H: -10.27 -3.72 -7.21
H: -11.00 -2.11 -7.46
H: -11.51 -3.05 -6.10
C: 0.22 1.94 7.79
O: -0.45 0.81 8.32
C: -1.87 0.81 8.17
C: -2.48 1.71 9.21
N: -1.98 1.36 10.63
H: -2.48 0.53 10.92
H: -1.00 1.09 10.65
C: -2.18 2.43 11.73
C: -0.95 3.26 11.81
O: -0.37 3.65 10.56
C: 1.01 4.01 10.61
H: 1.28 1.87 8.02
H: -0.21 2.87 8.16
H: 0.10 2.07 6.72
H: -2.18 -0.21 8.38
H: -2.26 1.18 7.22
H: -3.52 1.41 9.33
H: -2.26 2.77 9.08
H: -2.41 2.04 12.72
H: -3.07 3.02 11.49
H: -0.16 2.78 12.39
H: -1.11 4.16 12.40
H: 1.17 4.76 11.39
H: 1.43 4.41 9.69
H: 1.64 3.15 10.83
C: 13.61 10.63 -1.91
O: 12.21 10.32 -2.12
C: 11.54 11.22 -2.92
C: 10.09 11.37 -2.70
N: 9.41 10.01 -2.99
H: 9.44 10.00 -4.00
H: 10.11 9.37 -2.62
C: 8.04 9.79 -2.36
C: 7.82 8.25 -2.18
O: 8.80 7.74 -1.28
C: 8.48 6.40 -0.82
H: 14.11 9.98 -1.19
H: 13.79 11.67 -1.67
H: 14.20 10.45 -2.81
H: 11.80 10.98 -3.95
H: 11.93 12.23 -2.80
H: 9.66 12.13 -3.36
H: 9.87 11.63 -1.66
H: 7.29 10.17 -3.06
H: 8.07 10.32 -1.40
H: 7.95 7.78 -3.16
H: 6.82 8.12 -1.77
H: 9.29 6.12 -0.15
H: 8.61 5.83 -1.74
H: 7.48 6.26 -0.43
C: 7.29 -5.98 11.51
O: 6.70 -5.34 10.40
C: 7.13 -5.75 9.10
C: 6.12 -5.26 8.03
N: 4.66 -5.74 8.35
H: 4.65 -6.72 8.62
H: 4.56 -5.37 9.28
C: 3.58 -5.22 7.38
C: 3.36 -6.19 6.16
O: 4.52 -6.55 5.49
C: 4.15 -7.11 4.30
H: 7.67 -6.98 11.29
H: 6.73 -5.80 12.42
H: 8.17 -5.39 11.78
H: 7.07 -6.84 9.05
H: 8.15 -5.42 8.91
H: 6.29 -5.54 6.99
H: 6.15 -4.17 8.00
H: 3.96 -4.26 7.04
H: 2.71 -5.08 8.02
H: 2.61 -5.64 5.59
H: 2.98 -7.12 6.60
H: 3.67 -8.07 4.47
H: 4.97 -7.27 3.60
H: 3.37 -6.61 3.74


ORCA calculation (ωB97M-V/def2-TZVPD) on a 11-piece molecular cluster, C62H151N9O4S2 overall at a distorted geometry.

The value obtained for the electronic energy is -109999.3592 eV. As for the spin multiplicity: 2. Its charge is +1. The expectation value of S² is 0.7544. The HOMO-LUMO gap (spin up / spin down) is 6.880 / 2.363 eV.

CARTESIAN COORDINATES (ANGSTROEM)
C: 7.37 5.48 1.10
C: 7.36 4.28 0.10
N: 6.13 3.50 0.01
C: 5.85 2.87 1.26
C: 4.66 1.90 1.26
C: 5.04 4.15 -0.79
C: 5.51 4.52 -2.26
H: 8.20 6.14 0.85
H: 7.48 5.17 2.14
H: 6.46 6.08 1.11
H: 7.68 4.52 -0.91
H: 8.12 3.58 0.45
H: 6.64 2.16 1.49
H: 5.90 3.51 2.15
H: 3.86 2.40 0.72
H: 4.85 1.07 0.58
H: 4.43 1.64 2.29
H: 4.70 5.02 -0.23
H: 4.13 3.57 -0.93
H: 6.13 3.73 -2.70
H: 6.13 5.41 -2.30
H: 4.63 4.57 -2.90
C: -2.12 -6.33 -4.11
C: -1.48 -6.48 -2.72
N: -0.06 -6.04 -2.58
C: 0.45 -6.27 -1.21
C: 1.97 -6.25 -1.19
C: 0.08 -4.60 -2.97
C: 0.81 -4.58 -4.40
H: -3.01 -6.96 -4.18
H: -1.51 -6.70 -4.94
H: -2.40 -5.31 -4.37
H: -2.08 -5.84 -2.07
H: -1.55 -7.51 -2.36
H: 0.00 -5.45 -0.63
H: 0.06 -7.21 -0.83
H: 2.36 -5.32 -1.60
H: 2.30 -6.27 -0.15
H: 2.40 -7.05 -1.79
H: 0.70 -3.95 -2.34
H: -0.85 -4.05 -2.84
H: 1.67 -5.24 -4.35
H: 1.21 -3.57 -4.50
H: 0.21 -4.90 -5.25
C: -0.59 4.51 -2.94
C: -1.96 3.77 -2.75
N: -2.59 3.81 -1.44
C: -3.78 2.96 -1.29
C: -4.95 3.60 -2.03
C: -2.67 5.24 -0.95
C: -2.98 5.23 0.52
H: -0.22 4.37 -3.96
H: 0.23 4.23 -2.28
H: -0.52 5.59 -2.85
H: -2.69 4.14 -3.46
H: -1.77 2.73 -3.02
H: -3.40 1.99 -1.63
H: -4.00 2.81 -0.23
H: -4.77 3.66 -3.11
H: -5.80 2.94 -1.90
H: -5.30 4.60 -1.79
H: -3.32 5.92 -1.50
H: -1.69 5.72 -1.04
H: -4.02 4.94 0.66
H: -2.83 6.22 0.96
H: -2.35 4.52 1.06
C: -1.92 -0.47 -8.22
C: -1.48 -0.58 -6.71
N: -2.42 0.01 -5.79
C: -2.51 1.45 -5.93
C: -3.93 2.07 -5.54
C: -2.47 -0.41 -4.39
C: -1.18 -0.17 -3.60
H: -1.35 -1.14 -8.86
H: -1.76 0.54 -8.61
H: -2.95 -0.82 -8.28
H: -1.25 -1.61 -6.48
H: -0.53 -0.05 -6.67
H: -2.41 1.68 -6.99
H: -1.78 2.09 -5.43
H: -4.00 3.14 -5.70
H: -4.11 1.89 -4.48
H: -4.69 1.65 -6.20
H: -3.31 0.13 -3.96
H: -2.83 -1.44 -4.37
H: -0.79 0.85 -3.69
H: -1.18 -0.41 -2.54
H: -0.44 -0.80 -4.09
C: 0.83 5.58 0.03
C: 0.72 6.21 1.47
N: 0.90 5.33 2.55
C: 2.23 4.69 2.72
C: 3.31 5.66 3.16
C: 0.29 5.67 3.86
C: -1.28 5.69 3.77
H: 0.23 4.68 -0.09
H: 1.84 5.26 -0.23
H: 0.50 6.34 -0.68
H: 1.43 7.03 1.46
H: -0.27 6.66 1.57
H: 2.11 3.91 3.48
H: 2.44 4.21 1.77
H: 2.91 6.29 3.96
H: 4.21 5.09 3.36
H: 3.55 6.36 2.36
H: 0.85 6.49 4.30
H: 0.46 4.88 4.58
H: -1.72 5.75 4.76
H: -1.54 4.82 3.16
H: -1.57 6.57 3.19
C: -6.69 0.14 -0.79
C: -6.90 -1.35 -0.33
N: -6.81 -2.11 -1.57
C: -7.80 -3.20 -1.60
C: -9.15 -2.61 -1.82
C: -5.45 -2.45 -1.86
C: -4.74 -3.39 -0.80
H: -5.65 0.38 -1.01
H: -6.84 0.78 0.08
H: -7.34 0.54 -1.57
H: -6.22 -1.62 0.47
H: -7.93 -1.36 0.01
H: -7.45 -3.85 -2.41
H: -7.81 -3.75 -0.66
H: -9.83 -3.43 -2.05
H: -9.64 -2.13 -0.97
H: -9.13 -1.91 -2.65
H: -4.83 -1.57 -2.01
H: -5.37 -2.99 -2.80
H: -4.00 -3.99 -1.32
H: -5.42 -4.08 -0.29
H: -4.17 -2.84 -0.05
C: 4.48 -6.18 2.39
C: 4.79 -5.55 1.01
N: 5.89 -4.60 0.94
C: 7.20 -5.18 1.28
C: 7.72 -6.18 0.34
C: 5.67 -3.36 1.67
C: 4.50 -2.38 1.17
H: 4.04 -5.38 3.00
H: 5.37 -6.50 2.92
H: 3.76 -7.00 2.33
H: 4.82 -6.32 0.24
H: 3.95 -5.00 0.59
H: 7.94 -4.41 1.49
H: 7.13 -5.67 2.25
H: 8.75 -6.46 0.56
H: 7.13 -7.09 0.42
H: 7.77 -5.75 -0.67
H: 6.63 -2.85 1.60
H: 5.48 -3.60 2.71
H: 4.56 -1.37 1.59
H: 3.53 -2.83 1.38
H: 4.59 -2.21 0.10
C: 3.35 -3.45 5.13
C: 2.11 -2.61 4.75
N: 0.94 -2.85 5.63
C: -0.17 -2.27 4.80
C: -0.25 -0.75 4.64
C: 1.02 -2.33 6.99
C: -0.23 -2.48 7.87
H: 3.21 -4.51 4.92
H: 3.70 -3.35 6.16
H: 4.14 -3.17 4.44
H: 2.38 -1.55 4.73
H: 1.94 -2.87 3.71
H: -1.11 -2.47 5.32
H: -0.28 -2.92 3.93
H: 0.53 -0.38 3.97
H: -0.13 -0.25 5.60
H: -1.17 -0.34 4.22
H: 1.84 -2.93 7.37
H: 1.52 -1.36 7.04
H: -1.05 -1.79 7.67
H: -0.63 -3.49 7.81
H: -0.12 -2.32 8.94
C: -5.80 2.29 2.95
C: -4.33 1.95 2.66
N: -3.80 0.87 3.58
C: -3.84 1.27 5.07
C: -3.00 2.56 5.34
C: -4.52 -0.38 3.35
C: -3.91 -1.56 3.94
H: -6.07 3.08 2.24
H: -6.04 2.58 3.98
H: -6.52 1.50 2.79
H: -4.24 1.69 1.61
H: -3.70 2.84 2.72
H: -4.81 1.51 5.50
H: -3.46 0.47 5.71
H: -2.01 2.56 4.88
H: -3.54 3.48 5.12
H: -2.89 2.73 6.41
H: -4.64 -0.48 2.27
H: -5.51 -0.32 3.80
H: -2.85 -1.77 3.77
H: -4.57 -2.39 3.69
H: -3.82 -1.51 5.02
C: -1.07 0.94 0.34
C: 0.20 1.51 0.95
C: 1.39 0.58 0.84
S: 0.77 -1.15 0.35
O: 1.05 -2.15 1.34
O: 1.05 -1.40 -1.04
C: -1.07 -0.59 0.59
H: -0.96 1.28 -0.69
H: -2.00 1.37 0.70
H: 0.04 1.60 2.02
H: 0.53 2.47 0.54
H: 1.96 0.58 1.77
H: 2.08 0.90 0.06
H: -1.38 -0.80 1.61
H: -1.63 -1.27 -0.06
C: 3.86 0.12 -2.82
C: 4.03 -1.38 -3.04
C: 4.22 -1.53 -4.57
S: 2.99 -0.34 -5.31
O: 1.79 -0.96 -5.84
O: 3.77 0.54 -6.18
C: 2.68 0.55 -3.72
H: 4.78 0.64 -3.10
H: 3.67 0.41 -1.78
H: 3.05 -1.78 -2.81
H: 4.89 -1.78 -2.49
H: 4.09 -2.51 -5.02
H: 5.19 -1.10 -4.81
H: 1.73 0.13 -3.37
H: 2.56 1.61 -3.90